Entry 1:
Molecular formula: C48H57BF6IN3O4PS
Method: DFT, ωB97M-V/def2-TZVPD

CARTESIAN COORDINATES (ANGSTROEM)
1 C -3.630 1.032 -1.125
2 O -3.133 0.848 -2.465
3 B -2.442 -0.291 -2.689
4 O -3.076 -1.503 -2.647
5 C -0.864 -0.155 -3.076
6 C -0.237 -1.521 -3.349
7 C 1.280 -1.619 -3.327
8 N 1.893 -0.898 -4.458
9 C -0.230 0.752 -2.024
10 O -0.010 0.031 -0.862
11 C 0.478 0.815 0.211
12 C 0.610 -0.026 1.477
13 N 0.237 -1.423 1.264
14 C 1.258 -2.172 0.509
15 C 0.688 -3.269 -0.410
16 C -0.756 -3.611 -0.153
17 O 1.446 -4.474 -0.202
18 C 0.918 1.485 -2.768
19 P 1.195 3.242 -2.295
20 S -0.480 4.219 -2.175
21 C 0.244 1.599 -4.092
22 N -0.706 0.762 -4.239
23 I -1.896 0.673 -5.892
24 H -4.699 1.201 -1.165
25 H -3.149 1.902 -0.690
26 H -3.448 0.167 -0.492
27 H -2.683 -2.123 -2.021
28 H -0.635 -2.236 -2.638
29 H -0.572 -1.857 -4.332
30 H 1.547 -2.675 -3.356
31 H 1.663 -1.229 -2.386
32 H 2.788 -1.317 -4.676
33 H 1.329 -1.026 -5.291
34 H -0.944 1.553 -1.801
35 H 1.447 1.249 -0.045
36 H -0.198 1.651 0.410
37 H -0.050 0.388 2.232
38 H 1.618 0.065 1.876
39 H 0.224 -1.836 2.189
40 H 1.967 -2.650 1.180
41 H 1.780 -1.456 -0.120
42 H 0.803 -2.977 -1.455
43 H -1.054 -4.410 -0.827
44 H -1.416 -2.761 -0.303
45 H -0.897 -3.958 0.866
46 H 2.006 -4.596 -0.972
47 H 1.850 0.932 -2.829
48 H 2.014 3.259 -1.162
49 H 1.985 3.690 -3.360
50 H 0.534 2.331 -4.828
51 F -9.374 -0.736 -1.046
52 C -8.547 -1.346 -1.916
53 C -7.185 -1.170 -1.776
54 C -6.333 -1.801 -2.671
55 C -6.855 -2.590 -3.687
56 C -8.228 -2.750 -3.808
57 C -9.088 -2.128 -2.916
58 H -6.809 -0.547 -0.975
59 H -5.260 -1.677 -2.577
60 H -6.190 -3.082 -4.385
61 H -8.636 -3.363 -4.601
62 H -10.161 -2.243 -2.987
63 F 2.139 1.976 3.112
64 C 1.693 2.627 4.222
65 C 1.264 3.932 4.107
66 C 0.812 4.576 5.251
67 C 0.803 3.915 6.470
68 C 1.242 2.599 6.549
69 C 1.690 1.939 5.414
70 H 1.288 4.431 3.147
71 H 0.467 5.599 5.190
72 H 0.453 4.425 7.352
73 H 1.236 2.080 7.499
74 H 2.026 0.915 5.445
75 F 2.685 -0.802 6.243
76 C 3.363 -1.935 5.939
77 C 3.424 -2.330 4.619
78 C 4.117 -3.490 4.306
79 C 4.727 -4.231 5.308
80 C 4.648 -3.809 6.628
81 C 3.962 -2.648 6.954
82 H 2.937 -1.736 3.856
83 H 4.179 -3.816 3.276
84 H 5.264 -5.136 5.061
85 H 5.120 -4.387 7.411
86 H 3.891 -2.298 7.975
87 F -0.069 6.587 7.959
88 C -0.721 6.502 9.143
89 C -0.297 5.574 10.071
90 C -0.970 5.494 11.281
91 C -2.047 6.330 11.541
92 C -2.452 7.253 10.588
93 C -1.785 7.348 9.376
94 H 0.544 4.932 9.848
95 H -0.649 4.777 12.024
96 H -2.568 6.262 12.486
97 H -3.291 7.905 10.787
98 H -2.079 8.064 8.621
99 F 1.706 2.533 -6.691
100 C 1.116 3.551 -7.380
101 C 1.373 3.682 -8.727
102 C 0.760 4.716 -9.418
103 C -0.085 5.599 -8.760
104 C -0.324 5.447 -7.402
105 C 0.279 4.412 -6.703
106 H 2.042 2.989 -9.220
107 H 0.947 4.833 -10.477
108 H -0.555 6.405 -9.304
109 H -0.977 6.134 -6.882
110 H 0.098 4.282 -5.641
111 F 2.045 -5.022 -3.135
112 C 2.806 -6.113 -3.434
113 C 3.006 -6.432 -4.759
114 C 3.783 -7.540 -5.060
115 C 4.335 -8.305 -4.042
116 C 4.112 -7.961 -2.717
117 C 3.341 -6.852 -2.401
118 H 2.560 -5.825 -5.535
119 H 3.957 -7.806 -6.093
120 H 4.937 -9.170 -4.282
121 H 4.536 -8.559 -1.922
122 H 3.157 -6.569 -1.373

Values from the calculation:
Total charge: +1
Largest force on an atom (eV Å⁻¹): 0.979
Lowest unoccupied orbital energy (Eh): -0.15206



Entry 2:
Molecular formula: C48H57F18N3O12
Method: DFT, ωB97M-V/def2-TZVPD

CARTESIAN COORDINATES (ANGSTROEM)
1 C -10.071 -1.407 -3.537
2 C -9.062 -0.549 -2.755
3 O -7.759 -0.631 -3.325
4 C -6.974 -1.663 -3.016
5 O -7.406 -2.659 -2.518
6 C -5.556 -1.537 -3.641
7 F -5.316 -2.661 -4.302
8 F -5.425 -0.466 -4.392
9 F -4.653 -1.489 -2.652
10 H -10.086 -1.080 -4.578
11 H -11.069 -1.252 -3.129
12 H -9.793 -2.459 -3.544
13 H -9.129 -0.827 -1.705
14 H -9.386 0.477 -2.913
15 C 8.490 2.549 -0.139
16 C 7.820 2.818 -1.495
17 O 7.058 1.695 -1.948
18 C 5.987 1.369 -1.255
19 O 5.527 1.889 -0.282
20 C 5.316 0.124 -1.869
21 F 4.006 0.120 -1.690
22 F 5.602 -0.098 -3.176
23 F 5.822 -0.923 -1.186
24 H 9.137 3.350 0.205
25 H 9.034 1.604 -0.217
26 H 7.728 2.317 0.605
27 H 8.566 3.040 -2.251
28 H 7.150 3.659 -1.307
29 C -1.856 -2.326 -0.934
30 C -1.438 -0.860 -0.975
31 O -0.586 -0.614 0.149
32 C 0.123 0.524 0.142
33 O -0.052 1.414 -0.638
34 C 1.181 0.537 1.257
35 F 2.409 0.350 0.714
36 F 1.189 1.746 1.785
37 F 0.989 -0.447 2.116
38 H -2.113 -2.580 0.092
39 H -1.007 -2.959 -1.204
40 H -2.637 -2.573 -1.649
41 H -2.339 -0.249 -0.944
42 H -0.907 -0.780 -1.922
43 C -8.358 -5.113 0.777
44 C -7.190 -4.680 1.632
45 O -6.712 -3.437 1.165
46 C -5.730 -2.848 1.850
47 O -5.212 -3.301 2.822
48 C -5.292 -1.539 1.174
49 F -5.458 -0.546 2.066
50 F -3.975 -1.592 0.943
51 F -5.975 -1.282 0.077
52 H -8.126 -5.103 -0.285
53 H -9.234 -4.504 1.004
54 H -8.639 -6.094 1.169
55 H -6.420 -5.454 1.697
56 H -7.529 -4.622 2.672
57 C -1.570 -2.361 3.362
58 C -1.639 -1.639 4.701
59 O -0.367 -0.999 4.876
60 C 0.683 -1.695 5.276
61 O 0.619 -2.799 5.733
62 C 1.994 -0.872 5.330
63 F 1.936 0.254 4.649
64 F 2.313 -0.697 6.612
65 F 2.923 -1.643 4.755
66 H -0.889 -3.215 3.379
67 H -1.295 -1.652 2.585
68 H -2.500 -2.877 3.107
69 H -1.901 -2.293 5.532
70 H -2.415 -0.876 4.675
71 C -1.694 5.031 -0.836
72 C -2.505 3.916 -0.223
73 O -2.149 3.722 1.150
74 C -2.685 2.786 1.874
75 O -3.354 1.885 1.430
76 C -2.476 2.972 3.406
77 F -3.632 3.140 4.054
78 F -1.898 1.871 3.890
79 F -1.707 4.037 3.640
80 H -0.647 5.069 -0.540
81 H -2.177 5.990 -0.647
82 H -1.674 4.892 -1.918
83 H -2.464 2.986 -0.792
84 H -3.564 4.163 -0.342
85 C 4.943 2.218 4.886
86 C 5.079 0.914 4.345
87 C 4.820 1.000 2.999
88 N 4.563 2.299 2.712
89 C 4.502 3.041 3.864
90 H 5.087 2.435 5.932
91 H 5.475 0.064 4.876
92 H 4.854 0.283 2.195
93 H 4.352 2.664 1.800
94 H 4.215 4.078 3.797
95 C 2.962 4.520 0.655
96 C 1.605 4.670 1.102
97 C 1.485 5.933 1.625
98 N 2.710 6.545 1.506
99 C 3.581 5.700 0.875
100 H 3.383 3.634 0.204
101 H 0.842 3.915 1.027
102 H 0.662 6.445 2.095
103 H 2.834 7.523 1.690
104 H 4.534 6.134 0.614
105 C 1.765 -3.592 1.351
106 C 2.713 -3.507 0.326
107 C 3.150 -4.778 -0.021
108 N 2.406 -5.641 0.740
109 C 1.670 -4.922 1.653
110 H 1.270 -2.779 1.853
111 H 3.110 -2.636 -0.170
112 H 3.667 -5.114 -0.904
113 H 2.446 -6.643 0.757
114 H 1.215 -5.444 2.480
115 C 2.843 1.434 -4.351
116 C 3.983 2.165 -4.668
117 C 4.358 3.297 -3.981
118 C 3.465 3.773 -3.017
119 C 2.231 3.156 -2.779
120 C 1.966 1.932 -3.379
121 H 2.653 0.507 -4.874
122 H 4.590 1.769 -5.475
123 H 5.265 3.853 -4.169
124 H 3.811 4.675 -2.526
125 H 1.668 3.570 -1.953
126 H 1.012 1.441 -3.230
127 C 1.245 -4.266 -4.419
128 C 2.393 -3.943 -3.667
129 C 2.420 -2.751 -2.963
130 C 1.421 -1.785 -3.181
131 C 0.361 -2.051 -3.991
132 C 0.261 -3.299 -4.628
133 H 1.155 -5.222 -4.915
134 H 3.233 -4.613 -3.547
135 H 3.218 -2.507 -2.279
136 H 1.470 -0.799 -2.735
137 H -0.317 -1.251 -4.263
138 H -0.533 -3.514 -5.331

Values from the calculation:
Total charge: 0
SMILES string: CCOC(=O)C(F)(F)F.CCOC(=O)C(F)(F)F.CCOC(=O)C(F)(F)F.CCOC(=O)C(F)(F)F.CCOC(=O)C(F)(F)F.CCOC(=O)C(F)(F)F.c1cc[nH]c1.c1cc[nH]c1.c1cc[nH]c1.c1ccccc1.c1ccccc1
Largest force on an atom (eV Å⁻¹): 2.187
Lowest unoccupied orbital energy (Eh): 0.01873



no.,molecular weight (g/mol),gap between HOMO and LUMO (eV)
1,1054.75,6.352
2,1209.96,8.012